Below is the molecule C28H32BrNO8, with properties calculated with ωB97M-V/def2-TZVPD.

Last column: Löwdin charge in e.
Atoms and positions in Å:
C1 -0.052 -3.480 -0.616  -0.027
O1 0.104 -2.964 -1.934  -0.016
C2 0.657 -1.770 -2.090  -0.486
O2 1.068 -1.078 -1.191  0.102
C3 0.718 -1.385 -3.556  -0.057
C4 -0.660 -1.498 -4.217  -0.056
C5 -1.608 -0.528 -3.539  -0.466
O3 -1.501 0.672 -3.596  0.140
O4 -2.526 -1.171 -2.840  0.097
C6 -3.576 -0.410 -2.187  -0.300
C7 -4.785 -0.322 -3.103  0.025
C8 -3.071 0.962 -1.763  -0.308
O5 -3.627 1.996 -2.046  0.143
C9 -1.930 0.873 -0.827  -0.064
C10 -0.975 1.839 -0.804  0.047
N1 0.064 1.817 0.056  0.000
C11 1.174 2.719 -0.166  -0.117
C12 2.141 2.135 -1.201  -0.120
C13 3.493 2.835 -1.111  -0.217
O6 4.022 2.583 0.168  -0.137
C14 5.371 2.972 0.367  -0.447
C15 5.851 2.236 1.613  -0.037
C16 5.518 4.486 0.533  -0.041
C17 0.136 0.817 0.988  -0.152
C18 1.253 0.811 1.952  -0.186
C19 1.358 1.791 2.937  -0.020
C20 2.393 1.758 3.843  0.011
C21 3.355 0.747 3.786  -0.286
O7 4.338 0.816 4.721  -0.085
C22 5.324 -0.188 4.743  -0.083
C23 3.249 -0.235 2.806  -0.006
C24 2.203 -0.199 1.903  0.000
C25 -0.814 -0.158 1.038  0.018
C26 -1.880 -0.223 0.098  -0.185
C27 -2.848 -1.205 0.060  -0.538
Br1 -2.958 -2.513 1.447  0.799
C28 -3.861 -1.300 -0.930  -0.408
O8 -4.814 -2.052 -0.914  0.060
H1 -1.057 -3.890 -0.542  0.078
H2 0.091 -2.689 0.120  0.071
H3 0.682 -4.271 -0.458  0.099
H4 1.417 -2.056 -4.058  0.132
H5 1.089 -0.361 -3.626  0.124
H6 -1.049 -2.510 -4.121  0.126
H7 -0.581 -1.223 -5.270  0.132
H8 -4.507 0.170 -4.032  0.098
H9 -5.558 0.262 -2.611  0.102
H10 -5.163 -1.321 -3.304  0.093
H11 -1.021 2.651 -1.514  0.156
H12 1.722 2.857 0.766  0.111
H13 0.784 3.682 -0.503  0.139
H14 1.735 2.238 -2.208  0.122
H15 2.279 1.074 -0.987  0.106
H16 4.171 2.445 -1.886  0.130
H17 3.367 3.916 -1.280  0.124
H18 5.967 2.647 -0.504  0.142
H19 6.901 2.445 1.794  0.083
H20 5.714 1.166 1.477  0.076
H21 5.266 2.552 2.472  0.079
H22 5.229 5.010 -0.375  0.070
H23 6.552 4.732 0.757  0.080
H24 4.887 4.827 1.351  0.086
H25 0.613 2.571 3.002  0.128
H26 2.483 2.507 4.614  0.121
H27 5.980 0.063 5.575  0.095
H28 5.906 -0.198 3.815  0.088
H29 4.887 -1.177 4.913  0.097
H30 3.974 -1.030 2.736  0.108
H31 2.129 -0.950 1.132  0.111
H32 -0.742 -0.913 1.806  0.092

Calculated values
SMILES	COC(=O)CCC(=O)O[C@]1(C)C(=O)C2=CN(CCCOC(C)C)C(c3ccc(OC)cc3)=CC2=C(Br)C1=O
DFT total energy	-4316.8761	hartree
ΔE to the lowest compared entry with this formula, charge and spin	0.314	eV
gap between HOMO and LUMO	7.4	eV


Below is a structure of composition C28H32F3Ge2NO3W, with properties calculated with ωB97M-V/def2-TZVPD.

Last column: Löwdin charge in e.
Atoms and positions in Å:
W1 1.127 0.775 0.780  1.415
C1 1.429 1.612 2.853  -0.047
C2 0.837 0.336 2.924  -0.442
C3 1.693 -0.728 2.452  -0.207
C4 1.139 -2.088 2.575  -0.061
C5 -0.169 -2.278 2.726  -0.211
C6 -1.185 -1.161 2.702  -0.199
C7 -0.511 0.184 2.511  -0.140
C8 -0.682 -3.605 2.916  -0.188
N1 -1.112 -4.660 3.075  0.204
H1 2.493 1.704 3.044  0.096
H2 0.818 2.488 3.024  0.092
H3 2.754 -0.626 2.661  0.123
H4 1.817 -2.932 2.592  0.129
H5 -1.611 -1.122 3.712  0.157
H6 -1.166 1.038 2.669  0.134
C9 4.730 1.048 -1.376  -0.041
C10 4.093 1.566 -0.107  -0.434
C11 4.106 3.073 0.009  -0.032
O1 2.696 1.143 -0.056  -0.348
H7 5.776 1.352 -1.397  0.099
H8 4.234 1.466 -2.253  0.096
H9 4.694 -0.039 -1.427  0.073
H10 4.560 1.105 0.766  0.145
H11 3.586 3.523 -0.838  0.097
H12 5.136 3.427 0.008  0.098
H13 3.627 3.403 0.931  0.081
C12 0.039 -2.966 -0.488  -0.213
Ge1 1.398 -1.554 -0.493  0.749
C13 3.107 -2.400 -0.047  -0.218
C14 1.650 -0.825 -2.308  -0.225
Ge2 -1.193 0.329 -0.334  0.965
C15 -1.623 0.364 -2.246  -0.310
C16 -1.997 1.527 -2.916  -0.094
C17 -2.381 1.487 -4.250  -0.067
C18 -2.398 0.286 -4.938  -0.065
C19 -2.030 -0.883 -4.286  -0.061
C20 -1.650 -0.842 -2.954  -0.121
C21 -2.615 -0.568 0.589  -0.245
C22 -3.883 -0.348 0.123  -0.102
C23 -5.023 -0.795 0.809  -0.040
C24 -4.875 -1.437 2.061  -0.075
C25 -3.647 -1.731 2.546  -0.016
C26 -2.392 -1.487 1.758  -0.265
H14 0.254 -3.615 -1.340  0.045
H15 -0.994 -2.634 -0.572  -0.002
H16 0.123 -3.569 0.411  0.011
H17 3.543 -2.778 -0.973  0.036
H18 2.965 -3.245 0.627  0.022
H19 3.813 -1.705 0.406  0.015
H20 1.667 -1.675 -2.994  0.042
H21 2.615 -0.328 -2.350  -0.007
H22 0.883 -0.134 -2.650  0.000
H23 -2.019 2.481 -2.403  0.096
H24 -2.675 2.404 -4.745  0.111
H25 -2.701 0.259 -5.976  0.111
H26 -2.044 -1.828 -4.812  0.112
H27 -1.367 -1.771 -2.480  0.083
H28 -4.026 0.230 -0.786  0.109
H29 -6.008 -0.588 0.414  0.108
H30 -5.754 -1.687 2.640  0.113
H31 -3.542 -2.241 3.497  0.118
H32 -2.151 -2.472 1.318  0.135
F1 -2.563 4.620 0.051  0.198
C27 -1.290 4.434 0.366  -0.553
F2 -0.518 5.044 -0.536  0.188
F3 -1.051 4.953 1.569  0.191
C28 -0.946 2.930 0.383  -0.442
O2 -1.845 2.106 0.129  -0.012
O3 0.237 2.648 0.705  -0.115

Calculated values
net charge	+1
DFT total energy	-5886.8874	hartree
ΔE to the lowest compared entry with this formula, charge and spin	1.071	eV
gap between HOMO and LUMO (spin up / spin down)	5.9 / 7.8	eV
2S+1	2


Below is a cluster of 2 separate species, C28H32I3N6O5S2 in total, with properties calculated with ωB97M-V/def2-TZVPD.

Last column: Löwdin charge in e.
Atoms and positions in Å:
C1 -2.791 3.510 -1.520  -0.142
C2 -1.225 3.964 -1.339  -0.253
C3 -0.302 3.761 -2.690  -0.158
C4 -0.313 2.164 -3.088  -0.198
O1 1.098 1.710 -3.037  -0.203
C5 1.165 0.582 -2.049  -0.090
C6 1.579 0.832 -0.460  0.034
C7 1.961 2.370 -0.042  -0.198
C8 3.541 2.543 0.480  -0.460
S1 4.205 4.152 -0.210  0.878
C9 3.714 5.590 0.931  -0.415
N1 4.324 6.978 1.070  -0.008
N2 3.585 7.628 2.078  -0.019
C10 2.511 6.688 2.589  -0.037
O2 2.581 5.380 1.883  -0.147
C11 1.566 -0.483 0.519  -0.024
C12 1.973 -0.284 2.093  -0.159
C13 0.818 0.381 3.044  -0.123
C14 -0.393 -0.481 3.811  -0.016
C15 -1.515 0.249 4.811  -0.045
C16 -1.502 1.887 5.093  -0.056
C17 -0.329 2.748 4.333  -0.068
C18 0.786 2.020 3.374  -0.030
C19 1.187 -1.981 -0.123  -0.100
C20 1.240 -3.243 0.969  -0.672
I1 -0.496 -4.150 1.940  0.902
C21 2.611 -3.798 1.261  -0.662
C22 2.930 -5.064 2.254  -0.179
I2 4.369 -2.868 0.250  0.802
N3 0.850 -2.186 -1.615  -0.073
C23 0.568 -3.598 -2.125  -0.217
C24 -1.003 -4.054 -2.029  -0.454
S2 -2.250 -2.755 -2.535  0.813
C25 -2.803 -1.687 -1.100  -0.446
N4 -3.989 -1.839 -0.167  -0.020
N5 -4.092 -0.789 0.774  0.004
C26 -2.912 0.132 0.468  -0.020
O3 -2.148 -0.428 -0.657  -0.165
C27 0.816 -0.970 -2.565  -0.403
I3 0.349 -1.124 -4.730  0.921
H1 -2.921 2.420 -1.987  0.077
H2 -3.315 3.501 -0.473  0.076
H3 -3.358 4.264 -2.242  0.095
H4 -0.715 3.323 -0.485  0.087
H5 -1.217 5.100 -0.975  0.125
H6 -0.831 4.348 -3.564  0.121
H7 0.795 4.213 -2.569  0.127
H8 -0.740 1.990 -4.163  0.121
H9 -0.914 1.491 -2.310  0.117
H10 1.891 3.103 -0.983  0.088
H11 1.188 2.834 0.741  0.111
H12 4.195 1.596 0.266  0.108
H13 3.471 2.681 1.655  0.078
H14 1.670 6.841 3.396  0.141
H15 2.926 0.428 2.184  0.122
H16 2.311 -1.291 2.638  0.122
H17 -0.479 -1.643 3.707  0.014
H18 -2.328 -0.394 5.358  0.086
H19 -2.298 2.397 5.806  0.097
H20 -0.322 3.918 4.503  0.088
H21 1.621 2.706 2.888  0.062
H22 2.054 -5.871 2.305  0.071
H23 3.266 -4.672 3.303  0.100
H24 3.847 -5.648 1.760  0.088
H25 1.190 -4.433 -1.541  0.151
H26 0.887 -3.751 -3.265  0.115
H27 -1.340 -4.476 -0.990  0.043
H28 -1.131 -4.957 -2.800  0.099
H29 -2.667 1.144 1.029  0.151
C28 -4.737 -6.114 -3.662  0.046
N6 -3.385 -6.713 -3.497  -0.410
O4 -2.752 -6.410 -2.478  0.010
O5 -2.997 -7.470 -4.394  0.070
H30 -4.946 -5.473 -2.803  0.097
H31 -4.729 -5.531 -4.585  0.105
H32 -5.456 -6.934 -3.716  0.107

Calculated values
net charge	+1
DFT total energy	-3478.8866	hartree
ΔE to the lowest compared entry with this formula, charge and spin	24.760	eV
gap between HOMO and LUMO	6.3	eV